Record 1
{
  "formula": "C7H21ClHgO8P",
  "method": "the ωB97M-V functional and the def2-TZVPD basis",
  "elements": ["O", "H", "H", "O", "C", "C", "H", "O", "Hg", "H", "H", "O", "H", "O", "Cl", "H", "H", "P", "H", "H", "C", "C", "H", "H", "H", "H", "O", "H", "C", "H", "H", "C", "C", "H", "H", "H", "H", "O", "O"],
  "positions_angstrom": [[-2.622725, -2.533355, 2.610499], [-0.516754, -0.557081, -1.649493], [0.658206, -1.375592, 2.207326], [-0.268976, 2.991056, -3.497325], [0.419720, 4.213151, -3.530982], [-0.218857, -0.742270, 2.044512], [0.883468, -2.115822, 5.136901], [-2.473694, -1.704933, 5.087333], [2.154416, 3.734033, 1.014073], [1.410763, -0.016446, -0.563407], [0.062923, -2.206491, -1.712914], [-1.042066, -0.655320, 3.192307], [-4.441510, -3.458466, 2.290116], [2.413963, 3.881586, -4.873242], [0.517987, 2.223118, -0.335187], [-0.130511, 2.651057, -2.605639], [-4.424536, -1.771381, 2.006613], [-1.765544, -1.953107, 3.819968], [2.424791, 5.016415, -3.181385], [-0.402694, -2.883591, 6.002598], [0.230219, -2.990309, 5.121379], [-4.039437, -2.530674, 2.694701], [0.177339, 0.251664, 1.842850], [0.123800, 4.794408, -4.406242], [0.482039, -0.866812, -3.989659], [2.228743, 3.259505, -2.951474], [-0.564417, -2.977985, 3.927912], [1.413374, 0.181475, -3.048200], [1.133428, -0.879260, -3.118338], [1.970662, 3.095640, -5.214628], [0.759107, -3.937887, 5.124193], [0.383944, -1.168530, -1.776931], [1.936626, 4.123537, -3.568640], [2.735543, -1.747317, -2.385100], [-0.764994, -1.229598, 1.236152], [0.132465, 4.863706, -2.693424], [-4.503327, -2.290150, 3.648962], [1.279235, -0.960584, -0.690471], [2.247282, -1.727392, -3.215716]],
  "forces_ev_per_a": [[0.654, 0.043, 0.850], [0.006, 0.284, -0.257], [-0.072, -0.077, 0.273], [0.353, -0.057, -0.036], [-0.156, 1.534, 0.196], [0.421, -0.858, 0.108], [0.321, -0.231, -0.186], [0.384, 0.214, -1.034], [-1.420, -1.285, -1.181], [-0.036, -0.013, -0.084], [0.186, -0.085, -0.111], [-0.498, 0.050, 0.674], [0.336, -0.254, 0.350], [0.083, 0.230, 0.077], [1.417, 1.349, 1.218], [-0.230, -0.169, -0.187], [0.222, 0.127, 0.000], [0.082, 0.206, 0.496], [-0.111, 0.141, -0.192], [-0.105, -0.304, -0.054], [-0.284, 0.403, 0.290], [-1.516, 0.458, -1.191], [-0.467, 0.055, -0.295], [-0.171, -0.379, -0.189], [0.124, -0.906, -0.123], [0.059, 0.096, 0.392], [-0.312, -0.286, -0.376], [0.424, 0.179, 0.134], [-0.250, 0.483, 1.546], [0.053, 0.003, -0.032], [0.153, 0.156, 0.058], [0.196, 0.011, -0.352], [0.122, -1.159, -0.379], [-0.221, 0.184, 0.152], [-0.004, 0.544, -0.306], [-0.049, -0.203, 0.267], [0.675, -0.283, 0.356], [0.087, -0.286, -0.026], [-0.457, 0.087, -0.848]],
  "lowdin_charge": [-0.200, 0.113, 0.089, -0.057, -0.266, -0.132, 0.088, -0.220, 1.046, -0.019, 0.128, -0.217, 0.091, -0.029, 0.067, -0.029, 0.088, 0.391, 0.121, 0.085, -0.079, -0.102, 0.041, 0.135, 0.128, 0.098, -0.223, 0.098, -0.224, 0.100, 0.093, -0.215, -0.257, 0.093, 0.085, 0.115, 0.087, -0.099, -0.014],
  "orbital_gap_ev": 2.7,
  "lumo_ev": -10.07,
  "de_lowest_kcal_mol": 0.00,
  "total_charge": 1,
  "homo_ev": -12.8
}

***

Record 2
{
  "formula": "C7H21CrMnN7O18S",
  "method": "the ωB97M-V functional and the def2-TZVPD basis",
  "elements": ["H", "N", "O", "O", "C", "N", "N", "H", "H", "H", "C", "O", "C", "O", "S", "H", "H", "H", "H", "C", "O", "H", "H", "H", "O", "O", "H", "C", "O", "Mn", "N", "H", "H", "H", "H", "N", "N", "Cr", "O", "O", "H", "O", "O", "O", "C", "H", "O", "N", "O", "H", "C", "O", "H", "O", "O", "H"],
  "positions_angstrom": [[10.891847, 6.604229, 17.227438], [4.698866, 8.158452, 12.411826], [10.025342, 10.273597, 13.231501], [6.155899, 11.960187, 11.800863], [6.270299, 12.697803, 13.986655], [9.343907, 6.724743, 15.830173], [8.410324, 13.392620, 10.513006], [6.851906, 13.479180, 13.508988], [9.531602, 14.057249, 15.105118], [10.500091, 5.119606, 16.552420], [12.154089, 10.638399, 10.036221], [7.661529, 9.838954, 12.506310], [10.016228, 6.017425, 16.939937], [3.594854, 7.752316, 12.226317], [9.106625, 9.592251, 12.303504], [6.948804, 12.027180, 14.509547], [5.329383, 6.598334, 13.619399], [8.258447, 4.848435, 9.894630], [9.354417, 5.875056, 17.782925], [5.424686, 7.679829, 13.615021], [4.594357, 11.356032, 13.150063], [10.455629, 12.659082, 14.440581], [10.985192, 13.513383, 16.007021], [6.910753, 14.745787, 10.996471], [12.644647, 8.422109, 9.907110], [10.020428, 7.466937, 15.088751], [5.025836, 8.123479, 14.520882], [10.495903, 13.559831, 15.036706], [12.168607, 9.163362, 11.838636], [7.239826, 10.318489, 10.577561], [7.529595, 6.757547, 10.291951], [6.635933, 13.855088, 9.497100], [9.314599, 6.203164, 9.292504], [7.706316, 15.190696, 9.470901], [11.778523, 11.346888, 10.766038], [11.405525, 14.506588, 14.313416], [5.597141, 11.933036, 12.904392], [11.107255, 8.473987, 13.656942], [9.476608, 8.169028, 12.501102], [9.198803, 9.970559, 10.876930], [5.498983, 13.079426, 14.647115], [7.629759, 7.876981, 9.796472], [11.731001, 14.177884, 13.187679], [8.768284, 12.497278, 9.767575], [7.387207, 14.364291, 10.104470], [11.387737, 10.532240, 9.270820], [6.567046, 6.352978, 10.878868], [12.330722, 9.304024, 10.627883], [8.183188, 6.532421, 15.638385], [13.082144, 10.945273, 9.562613], [8.682393, 5.825220, 10.090393], [11.803058, 15.493543, 14.864700], [9.299383, 5.877321, 10.985004], [8.864933, 13.547598, 11.616851], [5.295605, 8.869118, 11.619756], [6.457622, 7.961218, 13.442197]],
  "forces_ev_per_a": [[-0.375, 0.324, 0.094], [-0.090, -0.501, -0.043], [-0.458, 0.849, -0.117], [0.244, -0.217, -1.076], [0.114, 0.376, -0.056], [-0.603, -0.412, -0.378], [0.475, 1.029, 0.703], [-0.039, 0.073, 0.040], [-0.005, -0.052, 0.128], [-0.714, -0.292, -0.153], [-0.681, 0.807, -0.287], [0.413, -0.396, 2.093], [1.652, 0.468, 0.295], [-0.707, -0.093, 0.115], [-0.737, 0.727, -0.308], [-0.134, -0.205, -0.078], [-0.185, 0.018, 0.110], [0.145, -0.098, 0.112], [-0.293, -0.216, -0.243], [0.742, -0.074, -0.276], [-0.446, -0.423, -0.135], [-0.002, -0.181, 0.198], [-0.446, -0.526, 0.147], [0.175, 0.079, 0.139], [0.134, -0.843, -0.422], [0.507, -0.102, 0.589], [-0.238, 0.062, -0.114], [0.519, 0.989, 0.116], [-0.147, -0.100, 1.576], [-1.343, -0.202, -0.123], [0.083, -0.267, -0.392], [0.160, -0.216, 0.135], [-0.355, -0.022, -0.244], [0.854, -0.201, 0.235], [0.286, -0.096, 0.245], [0.269, -0.423, -0.955], [0.482, 0.271, 0.604], [-0.639, -0.236, -1.100], [0.599, -1.141, 0.122], [1.945, 0.026, -0.417], [0.028, -0.038, 0.021], [0.068, 0.724, 0.083], [-0.093, -0.221, -0.356], [-0.632, -0.694, -0.682], [-1.658, 0.100, -0.812], [0.106, -0.161, -0.065], [0.042, -0.016, 0.259], [0.213, 0.305, -0.559], [0.288, 0.202, 0.119], [0.114, -0.116, 0.165], [0.281, 0.390, -0.073], [-0.241, 0.379, 0.671], [-0.345, -0.226, 0.244], [0.168, -0.113, 0.375], [0.474, 0.892, -0.549], [0.026, 0.028, 0.281]],
  "lowdin_spin": [0.000, 0.001, 0.054, 0.019, 0.001, 0.005, 0.002, 0.000, 0.000, 0.000, 0.001, 0.061, 0.001, 0.002, 0.023, 0.000, 0.000, 0.000, 0.000, 0.000, 0.014, 0.000, 0.000, 0.000, 0.010, 0.026, 0.000, 0.000, 0.025, 4.758, 0.001, 0.000, 0.000, 0.000, 0.000, 0.000, 0.003, 3.844, 0.000, 0.060, 0.000, 0.016, 0.000, 0.011, 0.000, 0.000, 0.004, 0.003, 0.030, 0.000, 0.001, 0.000, 0.000, 0.008, 0.014, 0.000],
  "orbital_gap_ev": [7.6, 8.0],
  "spin_multiplicity": 10,
  "lumo_ev": [-7.38, -7.00],
  "total_charge": 2,
  "homo_ev": [-15.0, -15.0]
}

***

Record 3
{
  "formula": "C7H21N4O5Tl",
  "method": "the ωB97M-V functional and the def2-TZVPD basis",
  "elements": ["H", "H", "C", "H", "H", "N", "C", "H", "H", "C", "H", "H", "H", "N", "H", "O", "H", "C", "N", "O", "H", "H", "Tl", "C", "H", "H", "O", "N", "H", "H", "O", "H", "O", "H", "C", "H", "C", "H"],
  "positions_angstrom": [[3.273653, 3.331955, 1.202908], [2.755470, 2.465597, 2.616456], [-3.468103, -3.334556, -1.620871], [-1.784050, -4.680299, -1.562466], [-1.616971, 3.439218, -2.693455], [-2.865920, 1.231943, -3.083170], [-2.047644, -3.670235, -1.237194], [0.867782, 1.536854, 1.735357], [3.440707, 1.540443, 1.299445], [1.419591, 2.189211, 0.982416], [-0.350453, 2.738833, -1.751428], [-4.133287, -4.045668, -1.119910], [-3.558355, 1.960194, -3.042264], [4.223133, -0.658785, 2.948855], [-3.159450, 0.268573, -3.120862], [-1.193754, 0.373255, -1.806130], [4.658686, -0.664835, 3.854271], [0.474762, 3.461556, 0.961698], [2.228351, -1.422874, 3.818398], [1.328998, 1.609784, -0.151776], [1.230378, -1.345019, 3.854547], [4.774356, -0.416819, 2.144021], [0.799691, -1.190144, -0.568048], [2.948390, -1.021018, 2.738750], [-1.920174, -3.653508, -0.154965], [-0.502017, 3.213983, 0.539879], [2.439168, -0.964003, 1.598898], [-1.175514, 2.623024, -2.310867], [0.266262, 3.747236, 1.990142], [2.701431, -1.801335, 4.621551], [-1.138462, -2.745731, -1.858044], [-4.481851, -3.488113, -3.268260], [-3.551801, -3.421948, -3.029720], [-1.228703, -2.867799, -2.811920], [-1.694178, 1.367384, -2.359310], [-3.694056, -2.335960, -1.223908], [2.807031, 2.396246, 1.522670], [0.926904, 4.233360, 0.344305]],
  "forces_ev_per_a": [[-0.015, -0.084, -0.245], [-0.053, 0.096, -0.062], [0.206, -0.211, 0.569], [-0.134, 0.007, -0.046], [-0.078, -0.112, -0.244], [1.264, -0.192, 0.661], [0.030, -0.481, -0.293], [-0.871, 0.327, -0.101], [-0.052, 0.076, -0.322], [3.047, -0.980, 0.145], [-0.007, 0.077, -0.148], [-0.014, -0.012, -0.090], [-0.079, -0.039, -0.219], [0.029, -0.037, -0.249], [-0.412, 0.132, -0.010], [0.568, 0.456, -0.114], [-0.025, -0.006, 0.040], [-2.403, 0.618, 0.089], [0.609, 0.043, 0.115], [-0.807, -0.347, -0.417], [-0.070, -0.292, -0.295], [0.159, -0.207, 0.036], [-0.512, 0.203, -0.467], [-0.587, -0.222, 0.273], [0.075, 0.327, -0.011], [0.176, -0.165, -0.081], [-0.179, 0.679, -0.161], [0.284, -0.564, 0.575], [0.559, 0.075, 0.084], [-0.102, 0.186, 0.149], [0.406, 0.141, 0.525], [0.066, -0.019, -0.205], [-0.147, 0.220, 0.188], [-0.008, 0.116, -0.027], [-1.250, 0.080, -0.391], [-0.117, 0.058, -0.297], [-0.056, 0.231, 0.907], [0.499, -0.177, 0.137]],
  "lowdin_charge": [0.120, 0.114, -0.245, 0.134, 0.122, 0.183, -0.216, 0.245, 0.079, -0.501, 0.075, 0.133, 0.115, 0.200, 0.111, -0.107, 0.128, 0.101, 0.187, 0.071, 0.114, 0.124, 1.294, -0.637, 0.123, 0.098, -0.185, 0.186, 0.120, 0.121, -0.211, 0.104, -0.045, 0.101, -0.605, 0.122, 0.005, 0.123],
  "orbital_gap_ev": 3.3,
  "lumo_ev": -12.01,
  "total_charge": 2,
  "homo_ev": -15.3
}

***

no.,electronic energy (eV)
1,-49955.9208
2,-125429.2265
3,-28472.8075